Arrangement P

{
  "formula": "C6H7N",
  "method": "ωB97M-V/def2-TZVPD",
  "lumo_energy_ev": -0.2,
  "orbital_gap_ha": 0.3621,
  "charge": 0,
  "symbols": ["C", "C", "C", "C", "C", "C", "N", "H", "H", "H", "H", "H", "H", "H"],
  "positions_angstrom": [[1.296, 0.509, -0.013], [2.451, 1.148, 0.005], [1.701, -1.044, 0.064], [-0.168, -0.232, -0.044], [-0.985, 0.194, 1.279], [-0.904, 0.302, -1.250], [0.556, -1.522, -0.060], [2.689, -1.578, -0.137], [-1.001, 1.267, 1.104], [-0.392, -0.058, 2.289], [-1.994, -0.235, 1.145], [-1.965, 0.209, -0.928], [-0.689, -0.366, -2.141], [-0.594, 1.406, -1.314]]
}



Arrangement Q

{
  "formula": "C6H7N",
  "method": "ωB97M-V/def2-TZVPD",
  "lumo_energy_ev": 0.9,
  "orbital_gap_ha": 0.3952,
  "smiles": "N#CC1CC=CC1",
  "charge": 0,
  "symbols": ["N", "C", "C", "C", "C", "C", "C", "H", "H", "H", "H", "H", "H", "H"],
  "positions_angstrom": [[-0.556, 3.233, -0.183], [-0.401, 2.131, 0.134], [-0.145, 0.733, 0.488], [1.142, 0.196, -0.167], [0.928, -1.296, -0.063], [-0.377, -1.563, -0.012], [-1.171, -0.275, -0.066], [-0.084, 0.644, 1.581], [1.082, 0.480, -1.229], [2.070, 0.595, 0.247], [1.734, -2.021, -0.122], [-0.833, -2.547, -0.026], [-1.334, -0.010, -1.123], [-2.138, -0.281, 0.441]]
}



Arrangement R

{
  "formula": "C6H7N",
  "method": "ωB97M-V/def2-TZVPD",
  "lumo_energy_ev": 1.0,
  "orbital_gap_ha": 0.3268,
  "smiles": "C=Cc1ccc[nH]1",
  "charge": 0,
  "symbols": ["C", "C", "N", "C", "C", "C", "C", "H", "H", "H", "H", "H", "H", "H"],
  "positions_angstrom": [[-0.512, -1.009, 1.709], [0.291, 0.076, 1.892], [0.524, 0.679, 0.657], [-0.204, -0.042, -0.309], [-0.864, -1.035, 0.352], [0.557, 1.009, -2.379], [-0.081, 0.008, -1.751], [-0.526, -1.887, 2.342], [0.764, 0.270, 2.841], [1.264, 1.336, 0.509], [-1.796, -1.410, -0.053], [0.957, 1.832, -1.802], [0.797, 0.915, -3.428], [-0.341, -0.882, -2.306]]
}



It is arrangement P that is the least stable of them.



Arrangement P

{
  "formula": "C4H13NO",
  "method": "ωB97M-V/def2-TZVPD",
  "lumo_energy_ev": 1.0,
  "orbital_gap_ha": 0.3940,
  "smiles": "CC[C@H](C)N.O",
  "charge": 0,
  "symbols": ["C", "C", "C", "C", "N", "H", "H", "H", "H", "H", "H", "H", "H", "H", "H", "H", "H", "H", "O"],
  "positions_angstrom": [[-1.854, -0.106, 0.079], [-0.560, 0.642, -0.169], [0.375, 0.492, 1.019], [1.713, 1.172, 0.824], [0.098, 0.134, -1.388], [-2.592, -0.015, -0.717], [-1.676, -1.171, 0.251], [-2.327, 0.247, 1.001], [-0.806, 1.711, -0.267], [-0.164, 0.841, 1.900], [0.506, -0.576, 1.242], [2.296, 1.304, 1.739], [2.352, 0.653, 0.111], [1.559, 2.159, 0.481], [0.832, 0.805, -1.603], [-0.517, 0.168, -2.194], [0.263, -3.408, -1.292], [0.465, -2.095, -0.543], [0.036, -2.959, -0.474]]
}



Arrangement Q

{
  "formula": "C4H13NO",
  "method": "ωB97M-V/def2-TZVPD",
  "lumo_energy_ev": 0.8,
  "orbital_gap_ha": 0.3798,
  "smiles": "CCOCC.N",
  "charge": 0,
  "symbols": ["C", "C", "N", "H", "H", "H", "H", "H", "H", "H", "H", "C", "O", "C", "H", "H", "H", "H", "H"],
  "positions_angstrom": [[-1.629, -1.368, 1.075], [-1.566, -1.734, -0.408], [3.127, 3.453, 2.300], [-0.885, -1.996, 1.558], [-1.245, -0.355, 1.184], [-2.645, -1.438, 1.450], [-2.219, -1.090, -0.991], [-1.863, -2.767, -0.546], [3.462, 4.202, 1.709], [3.905, 2.818, 2.423], [2.376, 2.946, 1.855], [0.356, -0.372, -1.092], [-0.249, -1.651, -0.903], [-0.551, 0.777, -1.486], [1.070, -0.576, -1.882], [0.995, -0.107, -0.245], [-0.011, 1.712, -1.336], [-1.475, 0.814, -0.905], [-0.801, 0.782, -2.540]]
}



It is arrangement Q that is the least stable of them.



Arrangement P

{
  "formula": "C15H17N3O4S2",
  "method": "ωB97M-V/def2-TZVPD",
  "lumo_energy_ev": 0.4,
  "orbital_gap_ha": 0.3095,
  "smiles": "CCOC(=O)c1c(NC(=O)CSc2nccc(=O)[nH]2)sc(C)c1C",
  "charge": 0,
  "symbols": ["C", "C", "H", "H", "O", "C", "O", "C", "C", "N", "C", "O", "C", "H", "H", "S", "C", "N", "C", "C", "C", "O", "N", "H", "H", "H", "H", "S", "C", "C", "C", "H", "H", "H", "C", "H", "H", "H", "H", "H", "H"],
  "positions_angstrom": [[1.279, -0.458, -4.126], [0.938, -0.953, -2.734], [0.442, -1.929, -2.768], [1.835, -1.056, -2.114], [0.054, -0.008, -2.125], [-0.263, -0.232, -0.856], [0.183, -1.196, -0.239], [-1.156, 0.749, -0.259], [-1.482, 0.657, 1.085], [-1.020, -0.319, 1.924], [-1.216, -0.311, 3.261], [-1.916, 0.508, 3.815], [-0.452, -1.375, 4.035], [0.476, -0.930, 4.401], [-1.054, -1.715, 4.876], [0.013, -2.849, 3.082], [1.408, -2.235, 2.204], [1.888, -1.075, 2.520], [2.916, -0.614, 1.769], [3.442, -1.288, 0.720], [2.920, -2.584, 0.355], [3.265, -3.289, -0.566], [1.898, -3.012, 1.222], [1.452, -3.894, 0.996], [4.238, -0.883, 0.118], [3.277, 0.361, 2.068], [-0.428, -1.000, 1.437], [-2.503, 1.919, 1.623], [-2.526, 2.601, 0.013], [-1.776, 1.888, -0.871], [-1.619, 2.246, -2.312], [-0.575, 2.455, -2.535], [-2.216, 3.118, -2.557], [-1.928, 1.414, -2.941], [-3.318, 3.839, -0.235], [-3.793, 4.163, 0.687], [-4.094, 3.661, -0.979], [-2.678, 4.644, -0.596], [1.948, -1.166, -4.605], [1.766, 0.512, -4.072], [0.375, -0.362, -4.722]]
}



Arrangement Q

{
  "formula": "C15H17N3O4S2",
  "method": "ωB97M-V/def2-TZVPD",
  "lumo_energy_ev": 0.0,
  "orbital_gap_ha": 0.2882,
  "charge": 0,
  "symbols": ["C", "H", "H", "H", "O", "C", "O", "C", "C", "N", "C", "O", "C", "H", "H", "C", "H", "S", "C", "N", "C", "O", "N", "H", "H", "H", "S", "C", "C", "C", "C", "C", "C", "H", "H", "H", "H", "H", "H", "H", "H"],
  "positions_angstrom": [[-1.796, -4.034, -0.263], [-0.932, -4.244, -1.107], [-1.342, -4.338, 0.583], [-2.739, -4.519, -0.655], [-2.066, -2.817, -0.400], [-1.094, -1.972, 0.139], [-0.024, -2.496, 0.458], [-1.347, -0.444, 0.068], [-0.385, 0.437, 0.502], [0.990, 0.007, 0.907], [1.824, 1.171, 1.306], [1.508, 2.248, 1.272], [3.279, 0.211, 1.441], [3.915, 1.281, 1.975], [3.184, -0.417, 2.175], [3.803, -0.233, 0.415], [3.272, -1.150, -0.071], [4.125, 0.980, -0.914], [6.005, 0.786, -0.977], [6.245, -0.187, 0.027], [5.230, -0.812, 0.535], [5.269, -1.577, 1.606], [6.723, 1.471, -1.641], [6.319, 2.121, -2.139], [7.712, 1.329, -1.895], [1.207, -0.931, 0.831], [-0.843, 1.858, 0.677], [-2.412, 1.723, 0.125], [-2.633, 0.191, 0.042], [-3.798, -0.441, -0.456], [-4.803, 0.767, -1.079], [-4.923, 1.800, -0.177], [-3.517, 2.594, 0.011], [-3.547, 3.150, 0.786], [-3.434, 3.044, -0.937], [-5.637, 2.721, -0.312], [-5.104, 1.453, 0.773], [-5.801, 0.226, -0.892], [-4.500, 1.072, -1.984], [-3.740, -0.999, -1.221], [-4.191, -1.032, 0.469]]
}



It is arrangement Q that is the least stable of them.



Arrangement P

{
  "formula": "AgI",
  "method": "ωB97M-V/def2-TZVPD",
  "lumo_energy_ev": [-7.6, -7.6],
  "spin_multiplicity": 2,
  "orbital_gap_ha": [0.2216, 0.2088],
  "s_squared": 0.7530,
  "charge": 1,
  "symbols": ["Ag", "I"],
  "positions_angstrom": [[1.577, 0.230, -1.670], [-1.577, -0.230, 1.670]]
}



Arrangement Q

{
  "formula": "AgI",
  "method": "ωB97M-V/def2-TZVPD",
  "lumo_energy_ev": [-6.0, -9.1],
  "spin_multiplicity": 2,
  "orbital_gap_ha": [0.3667, 0.2411],
  "s_squared": 0.7533,
  "charge": 1,
  "symbols": ["Ag", "I"],
  "positions_angstrom": [[0.470, -0.054, 0.972], [-0.470, 0.054, -0.972]]
}



It is arrangement Q that is the least stable of them.



Arrangement P

{
  "formula": "C8H17NO",
  "method": "ωB97M-V/def2-TZVPD",
  "lumo_energy_ev": 0.9,
  "orbital_gap_ha": 0.3422,
  "charge": 0,
  "symbols": ["C", "C", "C", "C", "N", "H", "H", "H", "H", "H", "H", "H", "H", "H", "H", "H", "C", "C", "C", "C", "O", "H", "H", "H", "H", "H", "H"],
  "positions_angstrom": [[1.299, -0.148, 1.506], [-0.355, -1.286, -1.480], [1.464, 0.288, -1.536], [1.283, -1.650, 1.435], [0.360, -0.247, -0.747], [2.293, 0.267, 1.355], [0.818, 0.175, 2.422], [1.137, 0.627, -2.527], [-0.918, -1.914, -0.797], [-1.055, -0.859, -2.214], [0.360, -1.908, -2.017], [1.904, 1.135, -1.015], [2.219, -0.493, -1.660], [0.263, -2.010, 1.337], [1.887, -2.039, 0.614], [1.693, -2.037, 2.373], [-0.932, 1.904, -1.056], [-0.454, 0.828, -0.055], [-1.682, 0.192, 0.593], [-2.073, 0.495, 1.821], [0.416, 1.369, 0.839], [-2.327, -0.419, -0.027], [-0.078, 2.457, -1.440], [-1.586, 2.596, -0.530], [-1.486, 1.458, -1.886], [-2.944, 0.030, 2.267], [-1.506, 1.188, 2.425]]
}



Arrangement Q

{
  "formula": "C8H17NO",
  "method": "ωB97M-V/def2-TZVPD",
  "lumo_energy_ev": 1.0,
  "orbital_gap_ha": 0.3608,
  "smiles": "[H]/N=C1\\CC1(C)C.CCOC",
  "charge": 0,
  "symbols": ["C", "C", "C", "C", "C", "N", "H", "H", "H", "H", "H", "H", "H", "H", "H", "C", "C", "C", "O", "H", "H", "H", "H", "H", "H", "H", "H"],
  "positions_angstrom": [[1.628, -0.639, 0.104], [2.072, 0.571, -0.728], [0.898, -1.750, -0.618], [2.557, -1.135, 1.196], [1.042, 0.684, 0.317], [0.435, 1.402, 1.143], [0.491, 2.404, 0.949], [1.759, 0.589, -1.760], [3.044, 1.014, -0.555], [0.321, -2.344, 0.089], [0.222, -1.341, -1.361], [1.621, -2.402, -1.107], [1.996, -1.705, 1.935], [3.329, -1.778, 0.772], [3.039, -0.303, 1.706], [-2.289, -0.332, -0.285], [-1.584, 1.712, -1.303], [-2.271, -0.001, 1.194], [-1.288, 0.359, -1.071], [-2.062, -1.387, -0.447], [-3.274, -0.107, -0.722], [-2.562, 1.826, -1.792], [-1.583, 2.291, -0.373], [-0.810, 2.097, -1.966], [-2.627, 1.005, 1.378], [-2.884, -0.714, 1.739], [-1.220, -0.017, 1.566]]
}



It is arrangement P that is the least stable of them.



Arrangement P

{
  "formula": "C5H7ClN2",
  "method": "ωB97M-V/def2-TZVPD",
  "lumo_energy_ev": 0.8,
  "orbital_gap_ha": 0.2750,
  "charge": 0,
  "symbols": ["C", "C", "C", "C", "C", "N", "N", "Cl", "H", "H", "H", "H", "H", "H", "H"],
  "positions_angstrom": [[0.446, -1.269, -0.182], [-0.579, -1.862, 1.902], [0.182, 0.924, -0.678], [-0.838, 0.333, 0.991], [0.199, 2.294, -1.161], [0.684, -0.155, -1.026], [-0.345, -0.897, 1.031], [-1.155, 1.274, 2.370], [-0.077, -2.048, -0.746], [1.410, -1.669, 0.154], [-0.225, -2.853, 1.704], [-1.248, -1.677, 2.719], [0.939, 2.414, -1.954], [0.433, 2.966, -0.335], [-0.789, 2.558, -1.535]]
}



Arrangement Q

{
  "formula": "C5H7ClN2",
  "method": "ωB97M-V/def2-TZVPD",
  "lumo_energy_ev": 0.7,
  "orbital_gap_ha": 0.3576,
  "smiles": "C#C[C@@](C)(Cl)/C=N\\N",
  "charge": 0,
  "symbols": ["C", "C", "C", "C", "C", "H", "H", "H", "H", "H", "H", "H", "N", "N", "Cl"],
  "positions_angstrom": [[0.241, -1.520, 0.806], [0.379, -0.201, -0.101], [0.486, 1.010, 0.772], [-0.927, -0.046, -0.893], [-1.951, -0.560, -1.472], [-0.961, -1.757, 1.025], [0.935, -1.423, 1.809], [0.675, -2.209, -0.222], [1.441, 1.446, 1.049], [-1.847, 0.163, 0.975], [-2.312, 1.618, 1.965], [-2.888, -0.664, -2.033], [-0.438, 1.428, 1.561], [-1.688, 0.807, 1.682], [1.792, -0.289, -1.290]]
}



It is arrangement Q that is the least stable of them.



Arrangement P

{
  "formula": "C17H21NO4",
  "method": "ωB97M-V/def2-TZVPD",
  "lumo_energy_ev": 0.7,
  "orbital_gap_ha": 0.3560,
  "smiles": "CCCCCCC(=O)Oc1ccc(N2C(=O)CCC2=O)cc1",
  "charge": 0,
  "symbols": ["C", "C", "C", "C", "C", "C", "C", "O", "O", "C", "C", "C", "C", "C", "C", "H", "H", "N", "C", "O", "C", "C", "C", "O", "H", "H", "H", "H", "H", "H", "H", "H", "H", "H", "H", "H", "H", "H", "H", "H", "H", "H", "H"],
  "positions_angstrom": [[-6.589, -1.864, 1.187], [-5.856, -1.115, 0.081], [-5.638, 0.352, 0.446], [-5.035, 1.182, -0.688], [-3.647, 0.735, -1.145], [-2.601, 0.820, -0.038], [-1.205, 0.604, -0.571], [-0.905, 0.481, -1.725], [-0.331, 0.593, 0.458], [1.030, 0.408, 0.271], [1.563, -0.453, -0.678], [2.934, -0.604, -0.768], [3.770, 0.086, 0.099], [3.235, 0.934, 1.061], [1.867, 1.099, 1.140], [1.432, 1.756, 1.876], [3.884, 1.472, 1.732], [5.177, -0.077, 0.005], [6.069, 0.984, 0.065], [5.764, 2.137, 0.199], [7.468, 0.421, -0.082], [7.284, -1.082, -0.221], [5.789, -1.312, -0.154], [5.216, -2.365, -0.214], [7.763, -1.649, 0.578], [7.659, -1.475, -1.166], [7.940, 0.879, -0.952], [8.055, 0.703, 0.792], [3.351, -1.270, -1.506], [0.917, -0.993, -1.351], [-2.625, 1.804, 0.436], [-2.779, 0.078, 0.742], [-3.326, 1.373, -1.971], [-3.687, -0.285, -1.527], [-5.708, 1.141, -1.548], [-4.980, 2.225, -0.364], [-5.003, 0.414, 1.332], [-6.604, 0.791, 0.711], [-4.895, -1.600, -0.099], [-6.436, -1.173, -0.843], [-6.731, -2.907, 0.915], [-6.021, -1.826, 2.115], [-7.566, -1.421, 1.367]]
}



Arrangement Q

{
  "formula": "C17H21NO4",
  "method": "ωB97M-V/def2-TZVPD",
  "lumo_energy_ev": 0.6,
  "orbital_gap_ha": 0.3213,
  "smiles": "CCOc1ccc(OCc2ccc(C(=O)NC(C)C)o2)cc1",
  "charge": 0,
  "symbols": ["C", "C", "O", "C", "C", "C", "C", "C", "C", "H", "H", "O", "C", "C", "C", "C", "C", "C", "O", "N", "H", "C", "C", "H", "H", "H", "C", "H", "H", "H", "H", "O", "H", "H", "H", "H", "H", "H", "H", "H", "H", "H", "H"],
  "positions_angstrom": [[8.756, 0.594, 0.078], [7.461, -0.200, 0.155], [6.393, 0.702, -0.053], [5.117, 0.227, -0.031], [4.112, 1.168, -0.242], [2.779, 0.804, -0.241], [2.421, -0.522, -0.027], [3.423, -1.463, 0.184], [4.756, -1.100, 0.184], [5.501, -1.861, 0.352], [3.137, -2.489, 0.350], [1.137, -1.002, -0.004], [0.086, -0.096, -0.218], [-1.199, -0.856, -0.162], [-1.458, -2.195, -0.169], [-2.863, -2.323, -0.108], [-3.367, -1.051, -0.069], [-4.769, -0.597, -0.003], [-5.695, -1.387, 0.017], [-4.898, 0.749, 0.030], [-4.051, 1.293, 0.006], [-6.171, 1.455, 0.093], [-6.920, 1.087, 1.372], [-6.315, 1.314, 2.247], [-7.144, 0.024, 1.367], [-7.850, 1.646, 1.434], [-7.011, 1.147, -1.145], [-6.470, 1.417, -2.049], [-7.235, 0.084, -1.174], [-7.942, 1.706, -1.113], [-5.929, 2.524, 0.110], [-2.346, -0.150, -0.101], [-3.439, -3.225, -0.094], [-0.730, -2.977, -0.209], [0.185, 0.391, -1.203], [0.077, 0.691, 0.552], [2.035, 1.567, -0.408], [4.397, 2.195, -0.407], [7.367, -0.677, 1.141], [7.450, -0.983, -0.617], [9.605, -0.067, 0.233], [8.762, 1.368, 0.840], [8.844, 1.066, -0.897]]
}



It is arrangement Q that is the least stable of them.



Arrangement P

{
  "formula": "C2H2NO2S2",
  "method": "ωB97M-V/def2-TZVPD",
  "lumo_energy_ev": 3.4,
  "orbital_gap_ha": 0.2456,
  "charge": -1,
  "symbols": ["C", "C", "N", "O", "O", "S", "S", "H", "H"],
  "positions_angstrom": [[0.677, -0.416, 0.495], [-2.441, 1.055, -0.404], [2.085, -0.570, 0.127], [-2.434, 1.631, -1.433], [0.250, 0.716, 0.635], [-2.519, 0.020, 0.735], [-0.108, -1.835, 0.646], [2.377, 0.412, 0.063], [2.114, -1.014, -0.865]]
}



Arrangement Q

{
  "formula": "C2H2NO2S2",
  "method": "ωB97M-V/def2-TZVPD",
  "lumo_energy_ev": [3.6, 3.6],
  "orbital_gap_ha": [0.2275, 0.2276],
  "charge": -1,
  "symbols": ["C", "C", "N", "O", "O", "S", "S", "H", "H"],
  "positions_angstrom": [[0.860, 1.079, 2.313], [-0.026, 0.155, -0.197], [0.217, 1.214, 0.500], [2.022, 1.265, 2.299], [-0.163, 0.984, 2.907], [-0.226, 2.744, 0.117], [1.022, 3.930, 1.017], [0.432, -0.843, 0.179], [-0.671, 0.000, -1.045]]
}



It is arrangement Q that is the least stable of them.